Entry 1:
Computed, not measured: a 8-piece molecular cluster, C26H47I2NO8P overall in a non-equilibrium geometry, with ωB97M-V with the def2-TZVPD basis set.

Summary:
Kohn-Sham gap   5.390 eV
Electronic energy   -71069.9019 eV
Net charge   +1
LUMO energy   -0.1829 hartree
Multiplicity   1

Each line ends with the Mulliken charge.
Cartesian coordinates (Å):
1 O 2.647387 -0.248299 1.079800  -0.452
2 P 1.892943 0.502573 -0.339965  0.301
3 I 3.101234 2.627928 -0.610778  -0.027
4 C 0.061922 0.788157 0.214195  0.283
5 C -0.580142 2.231666 0.650943  -0.093
6 C -2.174668 2.214382 1.140062  -0.478
7 C -3.002400 0.776401 1.129133  -0.039
8 N -2.354925 -0.545093 0.667686  -0.275
9 I -3.446489 -2.320714 0.614132  0.478
10 C -0.893271 -0.576538 0.230459  -0.178
11 H 2.647196 -1.242805 0.847198  0.342
12 H 0.080553 3.197006 0.614063  0.231
13 H -2.683992 3.217233 1.484311  0.307
14 H -4.131327 0.735477 1.461773  0.343
15 H -0.406219 -1.614494 -0.099355  0.296
16 C 3.636524 0.947004 -4.720383  -0.965
17 C 2.287822 0.369695 -4.383320  0.743
18 O 1.723147 0.641797 -3.324991  -0.458
19 C 1.656679 -0.553439 -5.390954  -1.090
20 H 3.968888 1.594429 -3.901934  0.176
21 H 4.364325 0.141590 -4.846921  0.329
22 H 3.567280 1.544451 -5.632946  0.340
23 H 2.296321 -1.425750 -5.547369  0.335
24 H 1.499376 -0.022888 -6.333400  0.337
25 H 0.686371 -0.893442 -5.013816  0.273
26 C -2.941536 -6.139741 0.398581  -0.862
27 C -4.202563 -6.517880 -0.331292  0.841
28 O -5.150171 -5.738144 -0.415011  -0.530
29 C -4.259563 -7.886813 -0.954681  -0.933
30 H -3.043177 -5.124436 0.796461  -0.036
31 H -2.774260 -6.826865 1.231815  0.355
32 H -2.092942 -6.162342 -0.289813  0.309
33 H -4.151001 -8.651812 -0.181683  0.354
34 H -3.469621 -7.987286 -1.703233  0.339
35 H -5.228434 -8.021233 -1.447178  0.107
36 C 3.516459 1.351544 3.620421  -0.949
37 C 4.434710 1.535377 4.798943  0.820
38 O 4.360648 2.531375 5.516899  -0.566
39 C 5.447134 0.453719 5.065129  -1.224
40 H 2.839366 2.209548 3.550721  0.288
41 H 4.101566 1.291932 2.699283  0.249
42 H 2.920123 0.445139 3.752027  0.412
43 H 6.118292 0.354108 4.208298  0.314
44 H 4.936822 -0.492680 5.260945  0.362
45 H 6.040538 0.720883 5.945940  0.327
46 C -8.357981 -2.814945 -2.953340  -1.018
47 C -7.140579 -3.142580 -3.775826  0.746
48 O -6.963996 -2.638610 -4.883883  -0.576
49 C -6.147618 -4.110657 -3.190421  -0.644
50 H -8.985420 -2.103896 -3.501257  0.304
51 H -8.937380 -3.723123 -2.769199  0.268
52 H -8.055414 -2.358056 -2.007712  0.294
53 H -6.628581 -5.076616 -3.016836  0.119
54 H -5.746707 -3.711564 -2.255313  0.181
55 H -5.320665 -4.252341 -3.894273  0.326
56 C 5.752569 4.726350 4.068217  -0.799
57 C 7.008894 5.152629 3.357001  0.801
58 O 7.600749 4.390530 2.594197  -0.612
59 C 7.513239 6.547208 3.615122  -0.926
60 H 5.507599 3.696783 3.786322  -0.061
61 H 5.906149 4.765856 5.149537  0.394
62 H 4.922723 5.375482 3.777544  0.340
63 H 7.745271 6.667834 4.676322  0.354
64 H 6.761792 7.277424 3.304405  0.135
65 H 8.426819 6.715843 3.035237  0.309
66 C 5.932837 10.701225 3.655250  -1.085
67 C 7.066811 10.349525 2.729883  0.828
68 O 7.775142 9.364745 2.933436  -0.523
69 C 7.300818 11.249183 1.545950  -1.109
70 H 5.882857 9.964594 4.464175  0.269
71 H 6.101959 11.688895 4.091490  0.364
72 H 4.987298 10.683809 3.107382  0.315
73 H 7.530900 12.261324 1.888248  0.335
74 H 6.416194 11.256287 0.904216  0.330
75 H 8.150988 10.873278 0.966951  0.290
76 C -8.769824 -8.695650 -2.062722  -1.115
77 C -8.058683 -8.616597 -3.387079  0.886
78 O -6.999445 -9.211496 -3.579608  -0.569
79 C -8.693390 -7.781555 -4.466753  -1.008
80 H -8.196637 -9.332514 -1.380560  0.285
81 H -8.851051 -7.697779 -1.624481  0.288
82 H -9.761901 -9.133386 -2.199390  0.408
83 H -8.771212 -6.742899 -4.135587  0.174
84 H -9.682087 -8.178475 -4.710404  0.381
85 H -8.069964 -7.816784 -5.366437  0.288

Cartesian forces, eV/Å:
-1.516 -0.666 -2.138
0.405 -1.894 0.862
-0.712 -0.428 0.646
-4.494 0.942 2.062
-2.880 -4.442 0.167
2.085 -3.735 -1.429
3.342 1.412 -0.885
3.164 4.429 -0.010
0.284 0.707 -0.043
-0.412 3.426 0.844
0.159 2.254 0.467
-1.487 -2.024 0.122
0.927 -2.453 -0.729
2.619 -0.119 -0.813
-1.532 2.471 0.829
-0.011 0.249 0.465
-0.552 0.300 1.035
0.499 -0.269 -1.163
-0.412 -0.061 0.326
-0.081 -0.143 -0.177
-0.047 0.089 -0.218
0.114 -0.205 -0.049
0.024 0.143 -0.199
0.179 -0.156 -0.025
0.212 0.092 -0.081
-0.136 0.335 0.069
-1.148 0.626 -0.224
1.162 -0.549 0.198
-0.501 0.179 -0.115
0.033 -0.283 -0.013
0.159 -0.009 -0.155
0.025 -0.178 0.145
0.201 0.003 -0.123
0.049 -0.136 0.173
0.234 0.010 0.081
-0.178 0.419 0.092
-0.130 1.262 1.120
-0.037 -1.420 -0.848
0.196 0.234 0.373
0.146 -0.135 0.050
-0.095 -0.234 0.056
0.182 -0.037 -0.199
-0.121 -0.167 -0.007
0.090 -0.026 -0.199
-0.156 -0.039 -0.210
-0.223 0.322 -0.339
0.280 0.707 -1.609
-0.226 -0.650 1.499
0.295 0.035 -0.410
0.162 -0.172 0.106
0.090 0.060 0.216
-0.084 -0.222 0.068
0.083 0.094 0.271
-0.172 -0.243 0.093
-0.205 0.043 0.113
0.120 -0.439 -0.356
0.809 -0.719 -0.836
-0.754 0.753 0.817
0.296 -0.340 -0.350
0.129 0.418 0.070
-0.196 0.099 -0.082
0.035 0.070 0.227
-0.202 0.153 -0.039
0.112 -0.059 0.269
-0.272 0.008 0.142
0.061 -0.391 0.323
0.986 -1.238 0.215
-0.902 1.448 -0.272
0.391 -0.261 -0.182
0.036 0.161 -0.178
-0.177 0.014 -0.149
0.044 0.235 0.037
-0.215 0.003 -0.092
0.003 0.214 0.102
-0.194 0.068 0.157
0.331 -0.301 0.220
1.375 -0.786 -0.270
-1.274 0.808 0.302
0.366 -0.115 -0.361
-0.122 0.131 -0.172
-0.217 -0.044 -0.061
-0.025 0.225 0.052
-0.231 -0.068 0.002
-0.032 0.210 0.113
-0.132 -0.004 0.219



Entry 2:
Computed, not measured: a 5-piece molecular cluster, C26H48BNO8 overall in a non-equilibrium geometry, with ωB97M-V with the def2-TZVPD basis set.

Summary:
Kohn-Sham gap   9.685 eV
Electronic energy   -46287.3996 eV
Net charge   0
Structure (SMILES)   CCCC[C@H](O[C@@H](COC)B(O)OC)c1ccncc1.CC(C)=O.CC(C)=O.CC(C)=O.CC(C)=O
LUMO energy   0.0240 hartree
Multiplicity   1
Relative energy (zero: lowest compared OMol25 entry of this formula, charge and spin)   0.00 kcal per mole

Each line ends with the Mulliken charge.
Cartesian coordinates (Å):
1 C -3.381517 -2.459862 0.609028  -0.811
2 C -3.160820 -1.058361 1.183677  -0.524
3 C -1.721906 -0.468864 1.036778  -0.325
4 C -0.824109 -1.169944 0.000314  -1.183
5 C 0.325317 -0.236114 -0.427408  0.690
6 O 0.784602 0.469175 0.705072  -0.196
7 C 2.207867 0.633874 0.772297  0.091
8 C 2.502907 1.943263 1.497634  -1.061
9 O 2.564809 1.690359 2.905136  -0.330
10 C 3.644662 2.368548 3.510788  -0.771
11 B 2.948464 -0.546681 1.551006  0.642
12 O 4.267045 -0.378501 1.904232  -0.773
13 O 2.331545 -1.764806 1.846060  -0.396
14 C 2.843743 -2.700336 0.867930  -0.855
15 C -0.009569 0.662544 -1.620317  0.974
16 C 0.813006 1.712473 -1.969462  0.012
17 C 0.493873 2.460625 -3.066922  -0.727
18 N -0.557288 2.274516 -3.851505  -0.615
19 C -1.346810 1.287580 -3.467150  -0.643
20 C -1.131144 0.470891 -2.390558  -0.549
21 H -4.447454 -2.676673 0.707802  0.086
22 H -3.151264 -2.559470 -0.450458  0.332
23 H -2.878569 -3.195352 1.236524  0.262
24 H -3.874281 -0.328589 0.796090  0.376
25 H -3.368827 -1.132757 2.253051  0.240
26 H -1.209497 -0.503036 1.992636  0.317
27 H -1.835770 0.564108 0.702365  0.180
28 H -0.324509 -2.018098 0.476895  0.219
29 H -1.359844 -1.572417 -0.852311  0.518
30 H 1.127552 -0.912432 -0.761117  0.072
31 H 2.636027 0.655846 -0.237885  0.535
32 H 3.451822 2.320376 1.109979  0.499
33 H 1.700030 2.662111 1.336220  0.365
34 H 3.695285 3.402336 3.147197  0.315
35 H 4.606261 1.892568 3.285587  0.306
36 H 3.505807 2.393488 4.590875  0.256
37 H 4.408742 -0.769425 2.779095  0.239
38 H 3.776302 -3.147259 1.212455  0.346
39 H 2.070285 -3.439517 0.666597  0.249
40 H 3.032382 -2.171505 -0.074849  0.342
41 H 1.699911 1.974893 -1.417099  0.066
42 H 1.174945 3.265603 -3.337985  0.391
43 H -2.232382 1.097151 -4.072018  0.427
44 H -1.848816 -0.303525 -2.173710  0.370
45 C 2.751285 -2.916269 5.456660  -1.039
46 C 4.169004 -3.102998 4.982305  0.969
47 O 4.962232 -2.187568 4.977925  -0.591
48 C 4.557176 -4.481706 4.506563  -1.167
49 H 2.608040 -1.882673 5.764624  0.269
50 H 2.062157 -3.139410 4.640322  0.208
51 H 2.540543 -3.567886 6.306353  0.421
52 H 3.933382 -4.772221 3.659532  0.273
53 H 4.435297 -5.204012 5.315079  0.392
54 H 5.599103 -4.475997 4.192727  0.298
55 C 2.853304 5.789403 -2.168345  -1.216
56 C 1.937674 5.574579 -0.987501  0.870
57 O 1.948020 4.540678 -0.359915  -0.458
58 C 1.008209 6.706051 -0.625208  -1.228
59 H 3.464748 4.901586 -2.318167  0.278
60 H 2.264587 5.969765 -3.069396  0.330
61 H 3.508301 6.642033 -1.983131  0.420
62 H 0.342375 6.924012 -1.461679  0.345
63 H 1.584997 7.597788 -0.374652  0.364
64 H 0.409506 6.419200 0.236624  0.299
65 C -1.170127 0.032317 -9.018832  -1.092
66 C 0.011958 0.222111 -8.096731  0.766
67 O 1.036478 -0.401773 -8.250836  -0.557
68 C -0.146212 1.222801 -6.978859  -0.723
69 H -0.923607 -0.711423 -9.773796  0.304
70 H -2.035172 -0.313627 -8.450813  0.306
71 H -1.411556 0.973538 -9.515136  0.314
72 H -0.965823 0.926720 -6.324598  0.090
73 H -0.343402 2.214207 -7.389356  0.341
74 H 0.770032 1.261042 -6.394728  0.246
75 C -7.700533 -2.805334 1.652977  -1.003
76 C -6.947939 -3.121307 2.923802  0.879
77 O -5.741279 -3.075135 2.971360  -0.495
78 C -7.771667 -3.497143 4.132145  -1.201
79 H -6.992281 -2.552031 0.866760  0.213
80 H -8.282850 -3.672684 1.338048  0.327
81 H -8.367007 -1.956726 1.814632  0.321
82 H -8.357016 -4.393563 3.921378  0.329
83 H -8.441213 -2.677528 4.397636  0.331
84 H -7.109542 -3.697619 4.971658  0.306

Cartesian forces, eV/Å:
-0.861 0.414 0.343
0.703 -0.024 0.228
-0.715 -0.469 -0.813
0.664 0.319 0.861
-0.161 -0.901 -0.370
0.157 0.119 -0.356
-0.050 -0.117 0.223
-0.122 -0.501 0.009
0.242 0.048 0.024
0.111 0.297 -0.056
0.011 -0.014 0.637
-0.324 0.343 0.114
0.105 -0.004 -0.530
-0.369 0.405 0.157
0.214 -0.360 1.251
0.271 -0.032 0.306
0.714 0.947 -0.562
-0.066 0.119 0.037
-0.923 -0.088 -0.903
-0.194 -0.405 0.204
0.040 -0.142 0.013
0.288 -0.080 0.076
0.245 -0.125 -0.350
-0.083 -0.200 -0.215
-0.161 0.084 -0.023
0.063 0.281 0.005
0.166 0.143 0.362
-0.201 -0.097 0.023
0.008 0.104 -0.049
0.039 0.155 -0.158
-0.040 0.248 -0.012
0.023 0.185 0.225
0.133 0.059 -0.308
-0.018 0.001 0.111
-0.079 -0.088 -0.042
-0.134 -0.128 -0.034
0.339 -0.304 -0.208
-0.051 -0.135 -0.037
0.103 -0.131 0.161
0.136 -0.215 -0.051
-0.020 0.023 0.117
-0.156 0.031 -0.105
0.057 0.176 -0.046
-0.039 -0.010 -0.023
0.052 0.270 0.021
-0.010 0.043 0.036
-0.036 0.021 -0.146
0.265 0.133 -0.046
0.005 -0.002 -0.027
-0.045 -0.107 0.063
-0.043 -0.125 -0.114
-0.103 -0.094 0.107
-0.147 -0.057 -0.074
-0.011 0.016 0.010
0.057 -0.263 0.066
-0.016 -0.036 0.026
0.035 0.004 -0.061
-0.070 -0.176 0.195
-0.010 0.005 0.017
0.035 0.168 0.011
-0.092 0.093 -0.106
0.092 0.132 -0.038
-0.038 0.067 -0.153
0.015 -0.017 -0.012
0.169 -0.186 -0.117
0.086 0.005 0.022
-0.038 0.000 -0.016
0.292 -0.163 -0.079
0.014 0.006 0.017
-0.068 0.158 -0.008
-0.134 0.021 0.106
-0.096 0.156 -0.054
-0.186 -0.007 0.076
-0.023 -0.007 0.012
0.248 0.034 -0.078
0.074 0.005 0.015
-0.052 -0.002 0.019
0.238 -0.019 0.101
0.004 -0.002 0.020
-0.140 0.075 0.055
-0.130 -0.104 0.005
-0.139 0.096 -0.017
-0.130 -0.085 -0.067
0.009 0.007 -0.022



> Among the records above, which one has the lowest LUMO energy?

C26H47I2NO8P



> Which of these has the highest LUMO energy?

C26H48BNO8